# 1
The following is a DFT calculation (the ωB97M-V functional and the def2-TZVPD basis) of a structure of composition C24H33CaCl2N4O3 in a non-equilibrium geometry.

The geometry in XYZ format:
```
67
Properties=species:S:1:pos:R:3:forces:R:3:nbo_charge:R:1
O 0.298424 0.920579 -4.213327 0.2 0.7 -1.8 -0.5346
C -0.287342 0.856595 -5.289035 0.0 -0.5 -0.2 0.3658
C -0.032356 1.652061 -6.549567 0.6 0.2 1.2 -0.1753
C 1.114819 2.459906 -6.544204 0.3 0.8 -0.6 -0.1881
H 1.896935 2.287240 -5.792844 -0.6 0.2 -0.2 0.2241
C 1.251601 3.493426 -7.483623 0.0 -0.4 0.2 -0.2216
H 2.119892 4.159569 -7.415262 -0.3 -0.3 -0.1 0.2014
C 0.273344 3.689714 -8.474473 0.3 -0.1 0.3 -0.2493
H 0.367223 4.536495 -9.165372 -0.1 -0.4 0.2 0.2014
C -0.794674 2.781728 -8.564067 0.3 0.0 0.2 -0.2344
H -1.515376 2.908395 -9.367023 0.0 -0.2 0.1 0.2020
C -0.941301 1.761745 -7.621697 0.3 0.1 0.1 -0.1920
H -1.740982 1.028904 -7.698778 -0.1 0.3 0.1 0.2086
H -1.107350 0.131657 -5.405187 -0.3 -0.1 0.2 0.1070
C -2.642963 2.107727 -0.916656 -0.3 0.1 -0.2 -0.7119
C -2.537038 1.069911 0.084122 2.7 -1.1 0.1 -0.1866
H -3.558992 2.715312 -0.809535 -0.1 0.4 -0.4 0.1354
H -2.589208 1.658897 -1.922594 -0.2 0.3 0.2 0.2324
H -1.742005 2.746756 -0.839826 -0.5 -0.1 0.0 0.2379
C -2.816156 0.615984 1.272821 -0.7 0.4 0.4 -0.3723
C -3.976798 1.038494 2.183203 0.1 0.1 -0.2 -0.6665
H -2.153571 -0.125812 1.750820 -0.3 -0.2 0.0 0.1409
H -4.543462 1.849076 1.701757 0.0 -0.2 0.2 0.1903
H -3.583821 1.389216 3.149391 -0.2 0.0 0.0 0.1786
H -4.652376 0.187535 2.353178 0.0 0.2 0.1 0.1779
Ca 0.424269 -0.321354 -0.423324 -1.5 0.5 0.3 1.7335
Cl 1.179522 2.076967 -0.550181 0.6 0.7 0.1 -0.9074
Cl -1.131488 -0.914279 -2.455642 0.0 -0.4 -0.4 -0.8783
H 3.913767 0.218830 -3.343124 0.0 -0.1 0.0 0.1920
H 5.658795 1.278717 -1.759467 -0.1 0.0 0.1 0.1872
C 3.210428 0.201226 -2.506148 -0.3 0.4 0.0 -0.4487
C 4.881251 1.233231 -0.985749 0.2 -0.1 -0.2 -0.4052
N 3.962123 0.139447 -1.259347 0.2 -0.4 0.4 -0.3912
H 2.540865 -0.658715 -2.586526 0.2 0.2 0.0 0.2352
C 3.665686 -0.759747 -0.315180 -1.3 0.0 -0.3 0.5512
O 2.611352 -1.443787 -0.310518 1.4 0.4 0.1 -0.7489
H 5.348669 1.080050 -0.004493 -0.1 0.1 -0.3 0.2016
H 4.432334 -0.854009 0.480307 -0.4 0.1 -0.1 0.1260
H 2.615265 1.119497 -2.519084 -0.1 -0.2 -0.1 0.2680
H 4.331932 2.185867 -0.995375 0.0 -0.3 0.2 0.2388
H -1.373122 -5.524811 1.299266 -0.2 0.1 0.1 0.1804
H -0.362635 -6.179311 -0.926093 0.0 0.1 0.1 0.1846
C -1.927903 -4.715555 0.806340 0.1 0.0 -0.3 -0.4248
C -0.910122 -5.351536 -1.385854 -0.1 0.3 -0.1 -0.3980
N -1.225319 -4.324908 -0.406608 -0.3 -0.8 0.5 -0.4194
H -1.982427 -3.836152 1.451707 0.0 -0.2 -0.1 0.2525
C -0.728234 -3.098172 -0.509953 0.7 1.0 0.0 0.5283
O -0.726447 -2.250025 0.404231 0.1 -1.1 -0.7 -0.7337
H -0.284525 -4.915912 -2.166451 -0.1 0.0 0.1 0.2238
H -0.317687 -2.873948 -1.518567 -0.1 -0.1 0.6 0.1828
H -2.938043 -5.056748 0.545942 0.2 0.0 0.2 0.1981
H -1.807836 -5.755658 -1.860076 -0.1 0.0 0.1 0.1960
N 1.295402 -1.282702 3.973886 0.3 0.2 0.4 -0.5448
C 1.102708 -1.330897 2.629572 -0.5 1.8 0.2 0.2284
N 0.759329 -0.139533 2.151762 0.7 -1.1 -0.5 -0.5410
C 0.755241 0.750943 3.220733 -0.2 -0.8 0.8 0.1647
C 0.335763 2.083892 3.339032 0.0 0.1 -0.1 -0.1945
C 0.148769 2.610741 4.625984 0.2 -0.1 -0.7 -0.2346
C 0.432601 1.850862 5.772032 0.4 -0.6 0.1 -0.2174
C 0.928006 0.541521 5.665515 0.0 0.7 0.5 -0.2568
C 1.078462 0.033062 4.393199 -0.5 -0.6 -0.7 0.0776
H 1.578528 -2.048844 4.564345 -0.1 0.1 -0.1 0.4095
H 1.183239 -2.252170 2.068826 0.0 0.2 -0.1 0.2232
H 0.180488 2.638098 2.410290 -0.2 0.0 0.4 0.2632
H -0.218038 3.636506 4.743963 0.2 -0.4 -0.1 0.2156
H 0.275311 2.286313 6.759555 0.1 -0.1 -0.3 0.2067
H 1.189053 -0.083810 6.520951 -0.2 0.3 0.0 0.2044
```
Forces are in eV/Å.

HOMO (alpha / beta) = -1.65 / 0.26 eV
gap between HOMO and LUMO (alpha / beta) = 3.76 / 1.88 eV
energy = -81012.27283 eV
relative energy (zero: lowest compared OMol25 entry of this formula, charge and spin) = 0.2 kcal/mol
total charge = -1

=====

# 2
The following is a DFT calculation (the ωB97M-V functional and the def2-TZVPD basis) of a structure of composition C16H20HgN4 in a non-equilibrium geometry.

The geometry in XYZ format:
```
41
Properties=species:S:1:pos:R:3:forces:R:3:nbo_charge:R:1
Hg -7.755922 -3.845229 0.134951 -0.6 0.8 0.8 1.5480
N -9.208678 -4.181187 -2.006212 -0.7 -0.3 -2.0 -0.5854
C -9.030956 -5.531690 -1.690570 0.3 1.8 0.0 -0.1109
C -7.761674 -5.952283 -1.948916 -0.9 -0.8 0.2 -0.2888
C -7.107619 -4.892265 -2.522999 -1.5 4.6 -2.3 -0.3233
C -8.108120 -3.772666 -2.755974 2.3 -2.3 1.5 -0.0769
H -10.154055 -3.703876 -1.995168 2.0 -1.1 -0.2 0.4551
H -9.783534 -6.030398 -1.233092 -2.3 -1.4 1.2 0.2257
H -7.460727 -6.983533 -1.783804 0.2 0.5 -0.1 0.2639
H -6.094970 -4.795975 -2.846815 0.4 -0.3 -0.3 0.2462
H -8.052674 -2.796927 -3.303879 0.0 -1.3 0.8 0.2567
N -7.789005 -6.213114 1.268371 1.9 -0.3 -0.1 -0.5593
C -7.862922 -5.355783 2.342499 3.4 0.2 1.1 -0.1506
C -6.486045 -4.851356 2.516028 -3.1 0.6 1.0 -0.2756
C -5.711183 -5.303017 1.439952 0.1 -0.8 0.5 -0.3250
C -6.466098 -6.218927 0.770727 -1.0 -1.0 -0.5 -0.0929
H -8.437296 -6.958261 1.076027 -0.2 0.0 0.0 0.4497
H -8.720697 -5.376063 3.006642 0.3 0.2 -0.2 0.2612
H -6.087626 -4.228958 3.342379 -0.8 -0.3 -0.7 0.2669
H -4.676863 -5.044421 1.266465 -0.1 -0.3 0.0 0.2623
H -6.165979 -6.934316 0.018675 -0.1 0.2 0.0 0.2529
N -11.211830 -3.013820 -0.410183 -0.9 1.8 0.9 -0.5396
C -10.304370 -2.051928 -0.040466 0.9 -1.8 2.5 -0.0108
C -9.769226 -2.481322 1.313005 0.4 2.5 -2.9 -0.4062
C -10.499901 -3.637430 1.578196 -1.4 -0.8 1.7 -0.3078
C -11.456665 -3.872684 0.662002 0.7 0.5 -1.9 -0.0462
H -11.876250 -2.868169 -1.181980 0.3 0.0 0.6 0.4490
H -10.122323 -1.183309 -0.655593 0.1 -0.1 0.1 0.2505
H -9.176039 -1.819206 2.048347 -1.1 -1.5 -1.5 0.2939
H -10.560674 -4.183100 2.487684 0.4 -0.1 0.7 0.2519
H -12.315745 -4.492405 0.659856 -0.3 -0.8 0.0 0.2558
N -5.947105 -2.193374 -1.197276 0.7 1.0 0.3 -0.5305
C -5.426588 -2.521815 0.052674 0.2 0.7 -0.5 -0.1427
C -6.166874 -1.829935 1.022820 0.3 -1.2 -0.8 -0.2922
C -7.219942 -1.168611 0.363969 -0.7 2.2 -2.5 -0.3559
C -7.013236 -1.309108 -1.067140 0.5 -0.2 1.6 -0.0818
H -5.424435 -2.384418 -2.060546 -0.6 0.1 0.6 0.4529
H -4.467800 -3.043986 0.197850 -0.8 0.3 -0.4 0.2658
H -5.882264 -1.841363 2.057702 -0.3 0.1 0.3 0.2697
H -8.009545 -0.502588 0.827852 1.3 -1.0 -0.8 0.2652
H -7.505833 -0.892549 -1.981860 0.4 -0.4 1.3 0.2588
```
Forces are in eV/Å.

HOMO = -15.10 eV
gap between HOMO and LUMO = 6.53 eV
energy = -27030.90779 eV
relative energy (zero: lowest compared OMol25 entry of this formula, charge and spin) = 9.2 kcal/mol
total charge = +2

=====

# 3
The following is a DFT calculation (the ωB97M-V functional and the def2-TZVPD basis) of the molecule C20H18N2O7.

The geometry in XYZ format:
```
47
Properties=species:S:1:pos:R:3:forces:R:3:nbo_charge:R:1
C 4.077715 4.027575 -0.598059 0.2 0.2 0.3 -0.2622
H 4.890911 3.625408 0.008980 -0.1 0.0 -0.1 0.1938
H 4.461048 4.427394 -1.532684 0.0 0.0 0.0 0.2010
H 3.561094 4.802999 -0.029415 0.1 -0.1 -0.1 0.1971
O 3.170318 2.989667 -0.953844 -0.1 -0.2 -0.3 -0.4900
C 2.525232 2.401814 0.043386 -0.3 -0.1 0.0 0.8076
O 2.638341 2.696068 1.206710 0.1 0.1 0.1 -0.6181
C 1.658001 1.251345 -0.448129 0.1 -0.1 -0.1 -0.1572
N 0.648427 0.981569 0.551175 0.4 0.3 0.1 -0.6151
C -0.606386 0.614921 0.226470 0.0 0.0 0.5 0.6809
O -0.982307 0.408336 -0.903183 -0.1 -0.1 -0.3 -0.6124
C -1.530257 0.465560 1.446454 -0.2 0.0 -0.3 -0.3249
N -2.855595 0.139719 0.997465 0.4 0.2 0.3 -0.4632
C -3.718807 1.089777 0.464769 0.0 0.2 0.1 0.7015
O -3.538051 2.279242 0.504291 0.0 0.0 -0.1 -0.5499
C -4.860062 0.315011 -0.078532 -0.3 -0.6 -0.1 -0.1461
C -6.017516 0.734915 -0.699196 0.1 0.0 0.1 -0.1550
C -6.918695 -0.240626 -1.115246 0.0 0.1 0.0 -0.1948
C -6.662828 -1.587283 -0.909826 0.1 -0.1 0.0 -0.1918
C -5.496023 -2.010407 -0.280249 0.1 0.1 0.1 -0.1885
C -4.602023 -1.043561 0.128931 -0.5 0.4 -0.3 -0.0582
C -3.289710 -1.165924 0.807398 0.1 -0.1 0.2 0.6796
O -2.694955 -2.146448 1.174474 0.0 0.0 -0.1 -0.5501
H -5.289513 -3.056855 -0.118692 0.0 -0.1 0.0 0.2334
H -7.380102 -2.321107 -1.246102 -0.1 -0.1 0.0 0.2195
H -7.832101 0.056832 -1.608479 -0.1 0.0 0.0 0.2194
H -6.209597 1.784706 -0.856763 0.0 0.1 0.0 0.2323
H -1.173700 -0.348387 2.082962 0.0 0.1 0.0 0.2508
H -1.564149 1.404901 2.004471 0.0 -0.1 0.0 0.2419
H 0.895428 1.232027 1.497991 -0.1 0.0 0.0 0.4167
C 2.585254 0.070681 -0.665629 0.0 -0.1 -0.3 -0.0437
C 2.773468 -0.466911 -1.925585 0.0 0.1 0.2 -0.1897
C 3.633678 -1.537707 -2.103678 0.3 -0.2 0.2 -0.2512
C 4.312250 -2.078127 -1.025284 -0.1 0.2 0.2 0.2516
C 4.121955 -1.533146 0.258034 0.1 -0.1 0.0 0.2984
C 3.263817 -0.463867 0.427865 0.1 -0.1 0.0 -0.3063
H 3.114937 -0.026999 1.402557 0.0 0.0 0.2 0.2230
O 4.847164 -2.143398 1.254144 -0.1 0.0 -0.6 -0.5310
C 4.684680 -1.679609 2.571864 0.0 0.1 0.3 -0.2499
H 5.334924 -2.301489 3.185125 -0.1 0.1 0.0 0.2018
H 3.649909 -1.793060 2.908886 0.0 0.0 0.0 0.1798
H 4.987918 -0.632612 2.668117 0.0 0.0 0.0 0.1799
O 5.156396 -3.123268 -1.205722 0.1 -0.1 0.0 -0.6599
H 5.520677 -3.366967 -0.343435 0.0 0.0 0.0 0.4947
H 3.788857 -1.972173 -3.077614 0.0 -0.1 -0.1 0.2276
H 2.243583 -0.058025 -2.770781 -0.1 0.1 -0.1 0.2192
H 1.163614 1.509872 -1.388636 0.1 0.0 0.1 0.2580
```
Forces are in eV/Å.

HOMO = -8.33 eV
gap between HOMO and LUMO = 8.12 eV
energy = -38346.42172 eV
relative energy (zero: lowest compared OMol25 entry of this formula, charge and spin) = 0.0 kcal/mol

=====

Q: Which formula does entry 1 have?
A: C24H33CaCl2N4O3